1.
Here is a molecular structure, C29H42N7OPSV in a non-equilibrium geometry from the OMol25 dataset. Energies are from ωB97M-V/def2-TZVPD.

As for the spin multiplicity: 2. Its expectation value of S² is 0.7867. The LUMO energy (spin up / spin down) comes out at 0.1639 / 0.1639 hartree. The net charge is -2. As for the frontier orbital gap (spin up / spin down): 3.07 / 2.92 eV. The calculation puts the energy at -89043.89728 eV. The value obtained for the molecular weight is 618.688 g/mol.

Geometry (Å):
V -0.2485 -1.6738 0.4986
C 2.5911 -3.5431 -3.3044
C 1.5745 -2.5426 -2.7883
N 0.8382 -2.8241 -1.7283
N 0.9853 -4.0608 -1.2317
C 0.4358 -4.2780 -0.0460
O -0.1690 -3.3384 0.6067
C 0.5970 -5.5923 0.5262
C 1.2658 -6.6178 -0.1750
C 1.5059 -7.8333 0.4134
C 1.0877 -8.0882 1.7196
C 0.4022 -7.0927 2.4157
C 0.1540 -5.8721 1.8354
C 1.4054 -1.3205 -3.4889
C 2.2021 -0.9939 -4.6248
C 1.9535 0.1503 -5.3362
C 0.9277 1.0028 -4.9153
C 0.2391 0.6370 -3.7640
N 0.4367 -0.4577 -3.0767
H 2.6102 -4.3764 -2.6049
H 3.5867 -3.1016 -3.3744
H 2.2996 -3.9113 -4.2920
H 1.6004 -6.4009 -1.1773
H 2.0334 -8.6020 -0.1426
H 1.3057 -9.0410 2.1869
H 0.0700 -7.2892 3.4299
H -0.3659 -5.0929 2.3805
H 2.9915 -1.6554 -4.9565
H 2.5424 0.3954 -6.2185
H 0.6856 1.9086 -5.4545
H -0.5415 1.2909 -3.3828
S -2.0923 -1.2519 1.5720
N 0.6294 -0.1173 0.2639
P -0.1843 1.0714 0.7719
N -1.6595 1.5650 0.0849
C -2.6932 2.2955 0.7799
C -3.6577 2.8518 -0.2624
C -4.4525 1.6980 -0.8853
C -3.6283 0.4050 -0.8477
C -2.1462 0.7345 -1.0039
N 0.7737 2.4672 0.3746
C 1.8884 2.2781 -0.5198
C 2.0566 3.4422 -1.5052
C 0.6955 4.0634 -1.7871
C 0.1264 4.6744 -0.5029
C 0.5431 3.8309 0.7223
N -0.2780 1.4968 2.4539
C 1.0450 1.3407 3.0187
C 1.1940 2.3002 4.1992
C 0.1420 2.0008 5.2653
C -1.2438 1.9704 4.6256
C -1.2454 1.0284 3.4192
H -2.2170 3.0937 1.3537
H -3.2596 1.6608 1.4735
H -3.0716 3.3577 -1.0317
H -4.3268 3.5921 0.1868
H -4.7054 1.9478 -1.9192
H -5.3866 1.5540 -0.3378
H -3.9329 -0.2745 -1.6472
H -3.7542 -0.1253 0.1009
H -2.0083 1.2555 -1.9625
H -1.5308 -0.1905 -1.0336
H 1.7013 1.3432 -1.0550
H 2.8339 2.1608 0.0456
H 2.5125 3.0622 -2.4219
H 2.7167 4.2095 -1.0849
H 0.0290 3.2739 -2.1406
H 0.7673 4.8314 -2.5675
H -0.9611 4.7033 -0.5698
H 0.4929 5.6988 -0.3772
H -0.2259 3.8684 1.4937
H 1.4684 4.2557 1.1556
H 1.7792 1.5748 2.2437
H 1.2253 0.2982 3.3436
H 1.0400 3.3148 3.8217
H 2.2011 2.2277 4.6247
H 0.1839 2.7559 6.0599
H 0.3523 1.0268 5.7155
H -1.5144 2.9750 4.2914
H -1.9883 1.6339 5.3520
H -2.2296 0.9779 2.9660
H -1.0075 0.0061 3.7539

***

2.
Here is 3 unconnected molecules or ions with the total composition C29H43Cl2N2O13P in a non-equilibrium geometry from the OMol25 dataset. Energies are from ωB97M-V/def2-TZVPD.

The LUMO energy comes out at -0.0576 hartree. As for the frontier orbital gap: 7.64 eV. The calculation puts the energy at -94694.89067 eV. As for the structure (SMILES): CC[C@@H](Cl)C1=C(ON=O)C(=O)c2c(c(O)c([PH2]=O)c(N=C=O)c2[C@@H](Cl)CC)C1=O.COCCOCCOC.COCCOCCOC. The value obtained for the molecular weight is 729.544 g/mol.

Geometry (Å):
C 4.5604 2.1735 4.2645
C 3.0707 2.5444 4.0832
C 2.1824 1.4755 4.7103
Cl 2.3265 1.4446 6.4985
C 0.7452 1.5263 4.2746
C -0.1878 2.3820 4.6933
O 0.0502 3.3652 5.6014
N -0.2006 4.7359 5.0792
O 0.4139 4.9506 4.1321
C -1.5649 2.2623 4.1626
O -2.2356 3.2303 3.9264
C -2.0165 0.8485 3.9116
C -1.0512 -0.0433 3.4478
C -1.3475 -1.3847 3.2085
O -0.4647 -2.2925 2.8012
C -2.6619 -1.8002 3.4525
P -3.0888 -3.5669 3.2055
O -2.3030 -4.2719 2.1747
C -3.6127 -0.8907 3.9039
N -4.9614 -1.3726 4.1768
C -5.6898 -1.5070 3.2048
O -6.4134 -1.7328 2.3582
C -3.3367 0.4411 4.1568
C -4.4622 1.3111 4.6774
Cl -4.0239 2.1937 6.1783
C -5.1077 2.2191 3.6371
C -6.5702 2.5403 4.0247
C 0.3371 0.5144 3.2682
O 1.1008 0.2204 2.3756
H 5.0002 1.8699 3.3213
H 5.1142 2.9937 4.7058
H 4.6496 1.3152 4.9231
H 2.8441 3.5149 4.5072
H 2.8515 2.5116 3.0191
H 2.5779 0.5173 4.3935
H 0.4269 -1.9257 2.7358
H -4.4595 -3.6387 2.9060
H -2.8740 -4.1389 4.4774
H -5.2323 0.6262 4.9992
H -5.0732 1.7292 2.6657
H -4.5820 3.1575 3.5443
H -6.8111 2.1900 5.0228
H -7.2759 2.1618 3.2929
H -6.7010 3.6187 4.0430
C -4.2290 0.1893 -3.8819
O -3.0439 0.5901 -3.2333
C -3.2338 1.7296 -2.4129
C -2.1876 1.7911 -1.3230
O -2.4384 0.9181 -0.2310
C -2.2040 -0.4719 -0.4397
C -0.7406 -0.8409 -0.4808
O -0.1898 -0.5541 -1.7576
C 1.2095 -0.3889 -1.7076
H -4.5990 0.9741 -4.5519
H -4.0011 -0.6983 -4.4687
H -5.0070 -0.0652 -3.1525
H -4.2307 1.7090 -1.9559
H -3.1510 2.6269 -3.0421
H -2.2199 2.7952 -0.8934
H -1.1861 1.6403 -1.7300
H -2.7465 -0.8325 -1.3145
H -2.6386 -0.9660 0.4343
H -0.6246 -1.9195 -0.3068
H -0.2098 -0.2907 0.3048
H 1.4800 0.4415 -1.0445
H 1.5518 -0.1530 -2.7133
H 1.7029 -1.3076 -1.3704
C 1.7970 -1.2829 -6.6949
O 3.1951 -1.1864 -6.5350
C 3.5588 -0.2660 -5.5212
C 4.9253 -0.5899 -4.9615
O 4.9288 -1.6669 -4.0354
C 4.7827 -2.9791 -4.5608
C 6.0141 -3.5000 -5.2672
O 6.1075 -2.9681 -6.5781
C 7.4236 -3.0053 -7.0793
H 1.3664 -0.3226 -7.0009
H 1.6032 -2.0210 -7.4707
H 1.3192 -1.6179 -5.7669
H 2.8232 -0.2844 -4.7085
H 3.5743 0.7409 -5.9616
H 5.2586 0.2766 -4.3858
H 5.6503 -0.7499 -5.7617
H 3.9002 -3.0549 -5.1982
H 4.6115 -3.6131 -3.6881
H 5.9491 -4.5942 -5.3434
H 6.9034 -3.2319 -4.6841
H 8.0999 -2.4190 -6.4459
H 7.4114 -2.5644 -8.0741
H 7.7915 -4.0355 -7.1511

***

3.
Here is a molecular structure, C29H43F4Sn in a non-equilibrium geometry from the OMol25 dataset. Energies are from ωB97M-V/def2-TZVPD.

The LUMO energy comes out at 0.0916 hartree. The net charge is -1. As for the frontier orbital gap: 5.44 eV. The calculation puts the energy at -47470.84876 eV. The value obtained for the molecular weight is 586.366 g/mol.

Geometry (Å):
C 3.7740 -0.4165 -1.3061
C 3.1281 0.0961 -0.0312
C 1.7978 0.8277 -0.2527
C 1.0829 1.1283 1.0659
Sn -0.5481 -0.2752 1.5663
C -1.9926 0.0405 -0.0377
C -2.3267 -1.2155 -0.8476
C -3.7997 -1.5874 -0.8147
C -4.0985 -2.8163 -1.6619
C 0.0733 -2.3623 1.6751
C 1.1236 -2.6796 2.7561
C 0.7141 -3.7957 3.7140
C 1.7575 -4.0458 4.8005
C -1.4319 0.0764 3.5438
C -2.6698 -0.7249 3.9895
C -3.8743 -0.5111 3.0908
C -5.0865 -1.3144 3.5598
H -2.4373 -1.8008 4.0474
H 4.7385 -0.8797 -1.0801
H 3.1643 -1.1493 -1.8399
H 3.9613 0.4426 -1.9779
H 2.9678 -0.7346 0.6759
H 3.8388 0.7510 0.4715
H 1.8552 1.8085 -0.9902
H 1.1495 0.1761 -0.8658
H 1.7362 1.0699 1.9411
H 0.5149 2.0653 1.0752
H -2.8770 0.4817 0.4391
H -1.5364 0.8008 -0.6858
H -2.0269 -1.0434 -1.8924
H -1.7316 -2.0796 -0.5185
H -4.1249 -1.7684 0.2155
H -4.3961 -0.7432 -1.1750
H -5.1737 -3.0087 -1.6728
H -3.7648 -2.6776 -2.6937
H -3.5990 -3.7024 -1.2605
H -0.8594 -2.9299 1.8148
H 0.4716 -2.5820 0.6747
H 2.0533 -2.9745 2.2446
H 1.3790 -1.7848 3.3466
H -0.2466 -3.5513 4.1830
H 0.5565 -4.7203 3.1476
H 1.4290 -4.8691 5.4402
H 2.7272 -4.3143 4.3686
H 1.8972 -3.1610 5.4307
H -0.5960 -0.0994 4.2355
H -1.6512 1.1552 3.5151
H -2.9575 -0.4218 5.0120
H -4.1439 0.5516 3.0730
H -3.6431 -0.7770 2.0534
H -5.9367 -1.1700 2.8839
H -4.8643 -2.3873 3.6031
H -5.4020 -1.0026 4.5624
F 4.9450 0.9221 -5.0365
C 4.6197 2.0188 -4.2511
C 5.6710 2.7358 -3.6951
C 5.2886 3.7340 -2.7834
F 6.2902 4.5004 -2.2220
C 3.9800 3.8966 -2.3501
C 2.9487 3.0190 -2.7832
C 1.6768 3.0069 -2.0413
C 0.3637 2.8002 -2.6941
C -0.7214 3.6822 -2.3976
C -2.0004 3.4294 -2.8856
F -3.0603 4.1743 -2.3973
C -2.3144 2.3622 -3.7319
C -1.2181 1.5792 -4.0924
F -1.4820 0.4327 -4.8300
C 0.0796 1.7614 -3.6105
C 3.2687 2.2005 -3.9099
H 6.7178 2.4949 -3.8869
H 3.7597 4.6750 -1.6071
H 1.6395 3.8791 -1.3684
H -0.5678 4.5297 -1.7320
H -3.3385 2.1055 -4.0013
H 0.8452 1.0234 -3.8625
H 2.5132 1.6428 -4.4425

***

4.
Here is a molecular structure, C29H43InN7O3S in a non-equilibrium geometry from the OMol25 dataset. Energies are from ωB97M-V/def2-TZVPD.

The LUMO energy comes out at 0.0873 hartree. The net charge is -1. As for the frontier orbital gap: 7.77 eV. The calculation puts the energy at -63351.56076 eV. The value obtained for the molecular weight is 684.594 g/mol.

Geometry (Å):
C 2.5434 -4.6780 -1.0020
C 2.8615 -3.0982 -0.9756
C 1.8688 -2.4648 0.1096
O 1.9741 -1.0365 0.2001
C 0.6064 -0.4899 0.3141
In -0.3304 -0.2744 -1.7450
N 0.7692 -1.2169 -3.3020
C -2.4235 -1.1279 -1.8103
C -2.2864 -2.7179 -1.8296
O -3.2778 -3.3025 -0.9387
C -2.8589 -3.3219 0.3884
C -1.5914 -4.1717 0.8635
O -3.4608 -2.7255 1.2670
N -0.5761 1.8873 -2.0481
C -1.0293 2.2542 -0.9996
S -1.6818 2.6674 0.4803
H 1.4817 -4.8063 -0.6126
H 3.2231 -5.1877 -0.2522
H 2.6779 -5.0914 -2.0396
H 2.6679 -2.6560 -2.0031
H 3.9436 -2.9828 -0.6806
H 2.0646 -2.9821 1.1055
H 0.8207 -2.7021 -0.2574
H -0.0144 -1.1634 0.9971
H 0.6526 0.5174 0.8456
H 0.7575 -2.2388 -3.1668
H 1.7376 -0.8858 -3.3431
H -3.1181 -0.7304 -1.0178
H -2.8526 -0.8166 -2.8162
H -2.5346 -3.0555 -2.8821
H -1.2167 -3.0092 -1.5730
H -1.3557 -4.9050 0.0317
H -1.8638 -4.7296 1.8071
H -0.7242 -3.4955 1.1160
N -5.2068 1.7952 0.9893
C -6.1635 1.3719 0.1093
C -7.3483 1.2572 0.7934
C -7.0960 1.6318 2.1376
C -5.7661 1.9610 2.2263
H -4.2381 1.9605 0.7611
H -5.9194 1.1875 -0.9254
H -8.2913 0.9406 0.3739
H -7.8080 1.6578 2.9486
H -5.1712 2.2971 3.0615
N -2.7567 4.7082 3.0093
C -2.2613 4.4870 4.2647
C -2.8162 5.4162 5.1090
C -3.6841 6.2253 4.3326
C -3.6279 5.7618 3.0419
H -2.5172 4.1760 2.1868
H -1.5575 3.6904 4.4484
H -2.6209 5.5038 6.1670
H -4.2830 7.0534 4.6802
H -4.1306 6.0909 2.1461
N 5.3223 -0.6025 0.0414
C 6.2304 -1.3046 -0.7007
C 7.3586 -0.5332 -0.8313
C 7.1228 0.6794 -0.1355
C 5.8584 0.6046 0.3942
H 4.3970 -0.9245 0.2912
H 5.9970 -2.2894 -1.0726
H 8.2547 -0.8106 -1.3672
H 7.8020 1.5125 -0.0336
H 5.2952 1.3058 0.9894
N -7.6067 4.1180 -3.7558
C -7.2856 3.8748 -5.0649
C -6.1653 3.0833 -5.0850
C -5.7993 2.8345 -3.7371
C -6.7082 3.4831 -2.9405
H -8.3821 4.6755 -3.4418
H -7.8798 4.2861 -5.8659
H -5.6643 2.7217 -5.9699
H -4.9636 2.2456 -3.3903
H -6.7930 3.5488 -1.8668
N 9.3436 -1.8510 1.2278
C 9.9744 -2.8953 0.6107
C 10.5591 -3.6714 1.5809
C 10.2639 -3.0741 2.8318
C 9.5102 -1.9541 2.5809
H 8.8326 -1.1173 0.7563
H 9.9544 -2.9959 -0.4633
H 11.1335 -4.5692 1.4099
H 10.5683 -3.4249 3.8062
H 9.0803 -1.2231 3.2476

***

5.
Here is 10 unconnected molecules or ions with the total composition C29H44F2NO29S2 in a non-equilibrium geometry from the OMol25 dataset. Energies are from ωB97M-V/def2-TZVPD.

The LUMO energy comes out at 0.0548 hartree. The net charge is -1. As for the frontier orbital gap: 10.25 eV. The calculation puts the energy at -118757.89828 eV. The value obtained for the molecular weight is 972.779 g/mol.

Geometry (Å):
N -1.1196 -1.0548 0.2082
S -2.1940 -1.1198 1.2951
O -3.3967 -0.3032 1.3002
O -1.8028 -1.5676 2.5965
F -2.7396 -2.4616 0.7027
S -0.3573 0.3184 0.9621
O 0.6320 -0.0038 1.9592
O -1.1791 1.5132 1.2377
F 0.5813 0.9881 -0.2345
O 4.7186 0.1540 -3.1581
C 4.3115 -0.1662 -2.0388
O 4.5620 -1.3220 -1.3378
C 5.2738 -2.4366 -1.9378
C 5.6138 -3.4630 -0.8182
C 3.1975 0.6221 -1.3410
H 6.2001 -2.1034 -2.4057
H 4.5454 -2.9491 -2.5663
H 6.6303 -3.1891 -0.5355
H 5.5475 -4.5017 -1.1418
H 4.8511 -3.3201 -0.0527
H 3.4529 1.6166 -0.9754
H 2.7206 0.0631 -0.5359
H 2.5187 1.0524 -2.0773
O 2.5991 6.0573 -1.7347
C 2.6270 4.8502 -1.9557
O 1.7914 3.9681 -1.2428
C 0.6453 4.4082 -0.4584
C 0.9942 4.1617 0.9624
C 3.5387 4.2393 -2.9346
H -0.2254 3.7789 -0.6428
H 0.5511 5.4636 -0.7142
H 1.2515 3.1027 0.9840
H 0.1610 4.3048 1.6504
H 1.9250 4.6366 1.2724
H 4.3265 3.5807 -2.5691
H 4.2034 4.9563 -3.4163
H 2.9917 3.5384 -3.5652
C -2.6143 -3.4081 5.2900
C -3.7328 -4.3758 5.3791
O -4.6891 -3.6928 6.1015
C -4.1225 -2.5833 6.6735
O -4.6774 -1.7847 7.4631
O -2.9576 -2.4362 6.2059
H -2.7359 -2.8889 4.3393
H -1.6519 -3.8564 5.5368
H -3.4770 -5.3454 5.8063
H -4.1970 -4.4607 4.3965
C 1.3490 -2.2280 -2.3482
C 0.1904 -3.0266 -2.8780
O 0.2364 -2.7289 -4.2790
C 1.1338 -1.7782 -4.5062
O 1.1782 -1.0494 -5.5238
O 1.5354 -1.3061 -3.3434
H 2.3011 -2.7563 -2.2980
H 1.0400 -1.8279 -1.3825
H -0.7531 -2.6237 -2.5100
H 0.4558 -4.0607 -2.6582
C -3.4089 -2.0528 -3.8138
C -3.4597 -1.4424 -2.4271
O -4.5325 -0.4611 -2.4173
C -5.3434 -0.7929 -3.4128
O -6.4585 -0.3006 -3.6558
O -4.7360 -1.7345 -4.1729
H -3.2637 -3.1234 -3.6692
H -2.6422 -1.6176 -4.4548
H -2.5321 -0.8856 -2.2946
H -3.7687 -2.1434 -1.6517
C -4.4010 2.5357 0.4483
C -4.0915 2.9710 1.8574
O -3.4959 4.2472 1.7474
C -3.0579 4.4733 0.4508
O -2.2251 5.3077 0.1785
O -3.5364 3.4127 -0.3466
H -5.4628 2.6078 0.2128
H -4.0723 1.5292 0.1892
H -3.3416 2.4746 2.4733
H -4.9716 2.9830 2.5003
C 1.4126 3.0756 5.1861
C 1.9718 2.0089 4.2671
O 3.3323 2.0206 4.4337
C 3.6860 2.7818 5.4633
O 4.8231 2.9670 5.8235
O 2.5993 3.4759 5.8487
H 0.7332 2.7727 5.9828
H 0.9485 3.8395 4.5624
H 1.6815 2.2034 3.2346
H 1.4512 1.0917 4.5424
C 0.9449 -3.7805 1.8538
C 0.0834 -4.1240 0.6963
O 1.0392 -4.7047 -0.2268
C 2.1913 -5.0098 0.4096
O 3.1635 -5.6582 0.0730
O 2.2214 -4.3743 1.5455
H 0.6422 -4.3549 2.7292
H 0.8203 -2.7042 1.9726
H -0.4811 -3.2542 0.3603
H -0.6710 -4.8728 0.9374
C -1.0263 1.5739 -2.9389
C -0.0190 2.5165 -3.4451
O -0.2196 2.3934 -4.8471
C -1.3672 1.7445 -5.1864
O -1.8068 1.5803 -6.3001
O -1.8718 1.3316 -4.0150
H -1.4262 1.9920 -2.0151
H -0.5679 0.6192 -2.6809
H 0.9337 2.1222 -3.0916
H -0.1807 3.5448 -3.1215